1.
ORCA calculation (wB97M-V/def2-TZVPD) on the molecule H5N2P in a non-equilibrium geometry.

Structure (XYZ):
```
8
Properties=species:S:1:pos:R:3:forces:R:3:lowdin_charge:R:1
N 0.872 0.374 1.179 1.3 0.8 -0.3 -0.155
N 0.034 -0.439 0.390 -4.1 0.1 1.2 -0.552
P 0.089 -0.132 -1.298 0.9 -0.1 -0.6 0.690
H 1.773 -0.117 1.003 -0.4 1.3 0.7 0.063
H 0.932 1.418 0.871 -0.1 -2.4 0.3 0.080
H -1.070 -0.433 0.772 4.1 0.1 -1.3 0.140
H -1.086 -0.803 -1.404 -1.3 -0.5 -0.8 -0.151
H 0.848 -1.270 -1.900 -0.5 0.7 0.8 -0.115
```
Positions in Å, forces in eV/Å.

Calculated values
SMILES: NNP
F_max, eV Å⁻¹: 4.3
LUMO level, eV: 0.964
DFT total energy, eV: -12347.674

2.
ORCA calculation (wB97M-V/def2-TZVPD) on a cluster of 2 separate species, H5N2PS in total in a non-equilibrium geometry.

Structure (XYZ):
```
9
Properties=species:S:1:pos:R:3:forces:R:3:lowdin_charge:R:1
N -0.096 1.517 0.649 1.2 -1.2 0.9 -0.273
N -1.404 -0.604 -0.086 -0.2 -0.7 1.1 -0.271
P -0.138 -0.195 0.995 -0.9 1.8 -3.7 0.850
S 2.503 -0.737 -1.028 -1.5 -1.9 1.2 -0.146
H 0.178 1.828 -0.304 -0.2 -0.4 1.0 0.047
H 0.478 1.962 1.398 -0.4 -0.2 -1.2 0.027
H -2.083 -1.253 0.307 0.6 -0.3 0.2 0.015
H -1.834 -0.340 -0.983 1.3 0.7 0.5 0.065
H 2.396 -2.177 -0.948 0.1 2.1 -0.1 -0.312
```
Positions in Å, forces in eV/Å.

Calculated values
F_max, eV Å⁻¹: 4.2
LUMO level, eV: -1.443
DFT total energy, eV: -23183.644

3.
ORCA calculation (wB97M-V/def2-TZVPD) on a cluster of 2 separate species, H5N2PS2 in total in a non-equilibrium geometry.

Structure (XYZ):
```
10
Properties=species:S:1:pos:R:3:forces:R:3:lowdin_charge:R:1
N 2.114 -0.463 -1.324 -0.7 -1.1 -0.5 -0.253
N 2.455 0.074 1.249 -0.7 -1.3 -4.0 -0.110
P 1.705 0.503 -0.217 1.4 0.0 0.8 0.147
S 0.905 2.220 -0.413 -0.2 -0.1 0.6 0.202
S -3.311 1.077 0.462 -1.4 -0.1 1.1 0.498
H 1.483 -0.361 -2.128 0.6 0.0 0.1 -0.010
H 2.250 0.796 1.832 -0.4 1.8 2.9 -0.026
H 2.433 -0.899 1.542 0.0 0.5 0.0 0.065
H -2.372 0.396 -0.114 1.0 -0.5 -0.7 -0.271
H -2.958 2.241 -0.026 0.4 0.6 -0.4 -0.241
```
Positions in Å, forces in eV/Å.

Calculated values
F_max, eV Å⁻¹: 4.3
LUMO level, eV: -0.081
DFT total energy, eV: -34020.758

4.
ORCA calculation (wB97M-V/def2-TZVPD) on a cluster of 2 separate species, H5N2PS2 in total in a non-equilibrium geometry.

Structure (XYZ):
```
10
Properties=species:S:1:pos:R:3:forces:R:3:lowdin_charge:R:1
N -1.603 -1.613 0.951 0.4 0.3 1.4 -0.210
N 0.819 0.419 -1.044 0.8 -0.3 0.4 -0.051
P -0.182 -2.222 0.328 -0.2 0.5 1.1 -0.221
S -0.125 -3.234 -1.303 -0.4 0.7 0.7 0.181
S 1.220 -1.923 1.633 -0.5 -0.3 -0.7 0.159
H -2.490 -1.407 0.565 -0.5 -0.4 -1.6 0.035
H -1.689 -1.217 1.910 1.3 -0.6 -1.0 0.069
H 0.917 1.437 -0.840 0.0 -1.4 -0.4 0.018
H 0.673 0.249 -2.068 0.7 0.1 1.6 0.023
H 1.598 -0.153 -0.561 -1.6 1.5 -1.6 -0.002
```
Positions in Å, forces in eV/Å.

Calculated values
F_max, eV Å⁻¹: 2.7
LUMO level, eV: -0.204
DFT total energy, eV: -34021.655

Number 1: highest occupied orbital energy -8.7 eV. Number 2: highest occupied orbital energy -7.7 eV. Number 3: highest occupied orbital energy -9.6 eV. Number 4: highest occupied orbital energy -9.2 eV.